# C33H97N7O12

12 unconnected molecules or ions with the total composition C33H97N7O12 at a distorted geometry (wB97M-V/def2-TZVPD, the OMol25 dataset).

SMILES string	COC[C@H](C)N.COC[C@H](C)N.COC[C@H](C)N.COC[C@H](C)N.COC[C@H](C)N.COC[C@H](C)N.COC[C@H](C)N.CO.CO.CO.CO.CO
ΔE to the lowest compared entry with this formula, charge and spin	0.0	kJ/mol
HOMO energy	-9.05	eV
HOMO-LUMO gap	0.347	hartree
total charge	0
total energy	-2601.4643	hartree
molar mass	784.2	g/mol

```
149
Properties=species:S:1:pos:R:3:forces:R:3:lowdin_charge:R:1
C -0.01834 -30.22565 12.38522 -0.040 -0.058 -0.154 -0.089
O 0.12294 -31.37418 11.56727 -0.048 0.462 0.256 -0.168
C 0.57509 -31.01174 10.27310 0.120 -0.759 0.308 -0.220
C 0.04963 -32.07875 9.32171 -1.100 0.908 -0.532 -0.419
C 0.80265 -32.11654 7.99739 0.642 -0.092 0.543 -0.072
N -1.38382 -31.78129 9.08260 0.088 -0.114 0.203 0.028
H -0.72368 -29.54860 11.89070 0.287 0.380 0.089 0.084
H 0.97199 -29.78779 12.55261 -0.144 0.398 -0.100 0.069
H -0.44552 -30.43370 13.36532 0.021 -0.625 -0.126 0.074
H 0.23626 -30.00888 9.98774 -0.352 -0.033 -0.069 0.113
H 1.67100 -30.94442 10.24653 0.114 -0.224 0.088 0.120
H 0.00339 -33.03457 9.84540 0.638 -0.040 -0.049 0.141
H 1.86967 -32.30249 8.16554 -0.085 -0.246 -0.130 0.074
H 0.75384 -31.15097 7.48932 -0.243 -0.006 -0.022 0.078
H 0.37919 -32.89238 7.36224 0.131 0.033 -0.150 0.073
H -1.49606 -30.86140 8.66933 0.056 -0.066 -0.121 0.063
H -1.74358 -32.46421 8.42554 -0.163 0.116 0.001 0.063
C 0.61652 -19.83160 15.91230 0.324 -0.056 0.193 -0.101
O 1.23278 -21.09401 15.79656 0.121 -0.302 0.200 -0.180
C 0.84269 -21.79720 14.65062 -1.135 0.001 -0.488 -0.229
C 1.45785 -23.17047 14.58595 1.214 -0.880 -0.300 -0.404
C 2.95109 -23.11659 14.24807 -0.014 0.460 0.004 -0.044
N 0.79128 -24.03605 13.59916 -0.701 0.556 -0.678 0.052
H 0.85220 -19.45742 16.90913 0.137 0.073 -0.106 0.088
H -0.47685 -19.88284 15.85196 0.030 -0.087 -0.293 0.087
H 1.04243 -19.16657 15.15315 -0.328 0.200 0.035 0.092
H -0.25286 -21.91691 14.62678 -0.020 -0.043 0.301 0.101
H 1.03519 -21.24623 13.71542 0.435 0.094 0.096 0.140
H 1.35918 -23.70025 15.53826 -0.066 0.480 0.272 0.125
H 3.40286 -24.10662 14.28143 0.015 -0.032 0.109 0.059
H 3.49303 -22.44016 14.91175 -0.045 -0.181 0.171 0.081
H 3.09492 -22.71828 13.23878 -0.125 -0.064 -0.052 0.086
H -0.02334 -23.56135 13.19480 -0.118 -0.180 0.231 0.060
H 1.34902 -24.23152 12.76965 0.263 -0.156 0.252 0.067
C -4.65739 -20.24501 14.02750 -0.048 0.527 0.265 -0.125
O -4.17039 -21.26123 14.86299 0.080 -0.051 0.027 -0.196
C -3.09110 -22.04090 14.34137 -1.039 0.803 0.209 -0.200
C -3.52743 -23.01439 13.26534 0.097 -1.192 0.591 -0.396
C -4.65680 -23.94015 13.72923 -0.193 -0.031 0.447 -0.051
N -2.32982 -23.83171 12.92522 -0.870 -0.173 -0.288 0.057
H -3.86324 -19.80101 13.41745 -0.020 -0.193 -0.219 0.089
H -5.02108 -19.43638 14.66727 -0.038 -0.102 0.073 0.085
H -5.50777 -20.55533 13.41435 0.168 -0.190 -0.225 0.084
H -2.32841 -21.36258 13.94259 0.153 -0.118 0.028 0.110
H -2.74129 -22.52879 15.25304 0.385 -0.404 -0.336 0.114
H -3.92994 -22.48868 12.39534 0.533 0.195 -0.137 0.137
H -4.90416 -24.66206 12.95143 0.004 0.066 -0.187 0.070
H -5.57150 -23.41643 14.01960 0.120 0.138 -0.141 0.065
H -4.35517 -24.53506 14.60004 0.132 0.119 0.049 0.073
H -2.16730 -24.46817 13.71669 0.105 0.503 0.080 0.043
H -2.68325 -24.53154 12.26471 0.403 0.314 -0.328 0.044
C -0.30765 -27.91890 18.08761 -0.039 0.915 -0.199 -0.109
O 0.89869 -28.60673 17.90494 0.568 -0.248 0.045 -0.214
C 1.25445 -29.43757 19.00666 -1.243 0.137 -0.126 -0.208
C 2.69897 -29.83855 18.96960 0.546 0.698 -0.193 -0.442
C 2.99990 -30.88013 20.03884 -0.020 -0.130 -0.171 -0.065
N 3.52274 -28.62524 19.21053 -0.087 -0.003 -0.297 0.040
H -1.19918 -28.55356 18.04272 0.108 -0.198 0.147 0.083
H -0.37774 -27.16954 17.29408 -0.049 -0.194 -0.160 0.082
H -0.29769 -27.32029 19.00700 -0.092 -0.285 0.183 0.092
H 1.02119 -28.87562 19.92129 0.241 -0.163 0.169 0.133
H 0.59448 -30.31556 18.97742 0.162 -0.113 0.145 0.130
H 2.95507 -30.17982 17.95837 -0.381 -0.537 0.102 0.135
H 2.95919 -30.40881 21.02036 0.140 0.038 -0.001 0.081
H 3.98727 -31.31015 19.87193 0.081 0.094 0.181 0.075
H 2.29214 -31.71172 20.04793 -0.070 0.054 -0.211 0.074
H 3.10076 -27.86463 18.67899 -0.046 -0.011 0.172 0.060
H 4.41945 -28.75361 18.74777 0.060 -0.034 0.269 0.073
C -3.34041 -26.63029 17.20524 0.913 0.909 -1.356 -0.111
O -4.67716 -26.20047 17.04706 -0.279 -0.572 0.725 -0.191
C -4.98513 -25.05059 17.80271 -0.054 0.473 -0.055 -0.211
C -6.49065 -24.81839 17.81964 0.179 -0.764 -0.016 -0.451
C -7.10528 -24.80867 16.43408 0.295 0.199 -0.267 -0.054
N -6.81911 -23.56884 18.50477 -0.379 -0.078 0.201 0.038
H -2.84324 -26.53732 18.17461 -0.792 -0.189 0.483 0.085
H -2.71697 -25.98578 16.56934 0.150 -0.073 -0.080 0.075
H -3.23323 -27.63031 16.79097 -0.206 -0.182 0.277 0.069
H -4.66799 -25.20035 18.84248 0.239 0.160 -0.013 0.126
H -4.48665 -24.17002 17.37302 0.098 0.032 0.123 0.128
H -6.87990 -25.71332 18.32989 -0.219 0.122 0.116 0.136
H -6.63643 -24.06924 15.78146 -0.020 0.166 0.235 0.060
H -8.16549 -24.56313 16.51382 -0.058 -0.192 -0.145 0.077
H -6.95181 -25.76922 15.94253 -0.245 -0.075 0.113 0.076
H -6.56379 -23.57059 19.48916 0.334 -0.193 -0.135 0.072
H -7.83516 -23.52703 18.53729 0.073 0.269 -0.159 0.069
C 2.59509 -27.89451 15.46302 0.184 -0.505 -0.057 -0.085
O 3.91014 -27.79388 14.94925 0.004 0.253 -0.122 -0.173
C 4.01869 -27.24060 13.65666 0.957 0.817 0.314 -0.211
C 3.68147 -28.20851 12.55216 -0.358 -0.819 -0.162 -0.428
C 4.57071 -29.44800 12.61325 0.315 0.049 0.352 -0.045
N 3.71864 -27.55146 11.24538 -0.079 0.502 0.068 0.045
H 2.01440 -28.63076 14.89279 -0.143 0.168 0.006 0.082
H 2.06240 -26.93857 15.51111 0.122 0.068 -0.171 0.094
H 2.69128 -28.28783 16.46788 -0.027 0.074 0.027 0.055
H 3.49480 -26.28204 13.57332 -0.570 -0.216 -0.062 0.111
H 5.07055 -26.93789 13.56444 0.092 -0.230 -0.031 0.135
H 2.64581 -28.51591 12.72838 -0.030 -0.018 -0.184 0.108
H 4.60822 -29.86178 13.62226 -0.210 -0.015 -0.005 0.080
H 5.60562 -29.18011 12.37840 -0.043 0.045 -0.166 0.083
H 4.24851 -30.23483 11.93059 -0.067 0.071 -0.068 0.072
H 3.53820 -28.19960 10.48920 0.031 -0.127 0.072 0.093
H 4.62018 -27.12225 11.06330 0.053 -0.107 0.071 0.099
C -0.91350 -23.54041 17.59259 -0.127 1.293 -0.907 -0.114
O -0.85230 -24.28839 18.77288 -0.114 -0.525 -0.167 -0.172
C -1.40879 -23.59339 19.86384 -0.502 0.429 0.397 -0.213
C -0.42274 -22.63980 20.54113 0.440 -0.332 -0.527 -0.450
C 0.52877 -23.43021 21.43072 0.115 0.203 -0.046 -0.062
N -1.12629 -21.56655 21.26687 0.198 -0.106 -0.434 0.035
H -0.31234 -22.62485 17.66102 0.177 -0.091 -0.002 0.083
H -1.91830 -23.18070 17.32128 -0.271 -0.225 0.549 0.077
H -0.60975 -24.06023 16.68377 0.358 -0.643 0.512 0.068
H -2.30391 -23.04503 19.53733 0.033 0.041 -0.058 0.118
H -1.75123 -24.31858 20.60629 0.063 -0.168 -0.108 0.128
H 0.19030 -22.18349 19.74975 -0.035 -0.221 -0.113 0.126
H 0.96061 -24.29091 20.91708 -0.073 0.140 -0.316 0.078
H 0.01957 -23.84182 22.30382 0.005 0.338 0.162 0.080
H 1.36190 -22.77606 21.69870 -0.037 -0.177 0.420 0.074
H -1.70431 -21.10752 20.56272 -0.160 0.000 0.263 0.067
H -0.41716 -20.86524 21.47380 -0.154 -0.058 0.332 0.070
C -2.03224 -30.95767 15.72045 -0.062 0.268 -0.023 -0.167
O -2.58632 -31.75170 14.68627 0.015 -0.264 0.083 -0.112
H -1.94879 -29.92239 15.37376 0.197 0.050 0.226 0.053
H -2.61940 -30.98004 16.64520 -0.118 -0.028 -0.089 0.079
H -1.04621 -31.35163 15.96091 0.033 0.037 -0.158 0.084
H -3.39121 -31.32827 14.38121 -0.034 -0.018 0.018 0.056
C -0.87434 -27.05006 14.26787 -0.981 -0.815 -0.047 -0.146
O -1.04269 -25.74245 14.77007 0.572 -0.352 -0.019 -0.182
H -1.13507 -27.13178 13.20508 0.420 0.225 -0.118 0.071
H 0.09810 -27.50143 14.47179 0.175 0.294 -0.143 0.058
H -1.60214 -27.72622 14.73182 -0.015 0.245 0.293 0.052
H -0.30809 -25.22553 14.34703 -0.060 0.223 0.127 0.023
C 0.52020 -26.50426 10.47355 -0.932 -0.349 -0.253 -0.187
O 1.58691 -25.72436 10.91763 0.575 0.222 0.248 -0.153
H 0.50213 -26.68198 9.38749 0.370 0.014 0.022 0.075
H 0.43931 -27.48128 10.96789 0.229 0.014 0.070 0.054
H -0.42949 -25.99864 10.67686 0.167 0.149 0.194 0.069
H 2.39301 -26.28381 11.04959 -0.477 0.071 -0.177 0.026
C -4.54205 -28.13700 14.14744 -0.207 0.128 -0.958 -0.100
O -3.69784 -28.67521 13.10329 0.449 0.110 0.767 -0.152
H -4.12685 -27.22341 14.56928 0.405 -0.110 -0.170 0.063
H -5.44782 -27.84047 13.61196 -0.442 -0.142 0.746 0.092
H -4.68210 -28.85421 14.95617 -0.274 0.020 -0.065 0.085
H -4.05115 -29.53443 12.85999 0.018 0.042 -0.212 0.086
C -3.73037 -26.83987 10.26363 0.220 1.168 -0.459 -0.147
O -3.27182 -26.36762 11.51272 0.132 -0.246 0.415 -0.165
H -3.16701 -27.68675 9.87132 -0.282 -0.405 0.295 0.076
H -4.81687 -26.93703 10.23663 -0.007 -0.603 0.086 0.079
H -3.52181 -26.02883 9.55777 0.027 -0.011 0.032 0.081
H -3.32327 -27.07096 12.18668 -0.050 -0.002 -0.562 0.034
```
Forces are in eV/Å.



# C5H13NO2

2 unconnected molecules or ions with the total composition C5H13NO2 at a distorted geometry (wB97M-V/def2-TZVPD, the OMol25 dataset).

spin multiplicity	2
ΔE to the lowest compared entry with this formula, charge and spin	48.2	kJ/mol
HOMO energy (alpha / beta)	-15.55 / -15.55	eV
expectation value of S²	0.768
HOMO-LUMO gap (alpha / beta)	0.456 / 0.257	hartree
total charge	+1
total energy	-403.2255	hartree
molar mass	119.2	g/mol

```
21
Properties=species:S:1:pos:R:3:forces:R:3:lowdin_spin:R:1
C -2.13959 1.37086 1.55931 -1.279 0.794 -0.656 -0.009
C -0.97413 1.61930 0.67039 -0.667 1.162 0.219 0.008
N -0.21017 0.49711 0.32155 1.065 -0.582 -0.276 0.555
C 0.53057 0.34505 -1.98934 -0.693 -0.569 -0.372 0.080
C 0.95171 0.56243 -0.51461 0.182 0.147 0.185 0.087
C 1.91741 -0.50052 -0.04021 0.022 -0.483 0.761 0.020
O -0.60416 2.69935 0.26349 0.005 -0.539 -0.118 0.224
H -1.79035 0.95640 2.50167 -0.513 -0.269 0.039 -0.001
H -2.74176 2.27845 1.67249 1.047 0.528 0.641 0.000
H -2.97989 0.88828 1.03966 0.757 -1.292 0.152 -0.003
H -0.36817 -0.41976 0.75482 -0.395 0.090 -0.108 0.010
H 1.39161 0.40742 -2.64774 0.191 0.343 0.183 0.007
H 0.13054 -0.66077 -2.12926 -0.024 -0.034 0.194 0.000
H -0.24952 1.04557 -2.27906 0.196 0.191 -0.070 0.000
H 1.31199 1.58483 -0.44286 0.103 0.202 0.001 0.016
H 2.16636 -0.42329 1.01910 0.142 0.590 0.007 0.000
H 2.84932 -0.51590 -0.59659 -0.135 0.003 -0.232 0.003
H 1.41064 -1.45989 -0.05182 0.157 -0.342 -0.562 0.001
H -0.74923 -3.49212 0.84172 0.046 -0.089 0.245 0.000
H 0.06174 -3.59003 -0.41657 0.213 -0.014 0.044 0.000
O 0.08509 -3.19277 0.46386 -0.420 0.161 -0.278 0.000
```
Forces are in eV/Å.



# C22H43As2O2SV

A molecular structure, C22H43As2O2SV (wB97M-V/def2-TZVPD, the OMol25 dataset).

ΔE to the lowest compared entry with this formula, charge and spin	1.9	kJ/mol
HOMO energy (alpha / beta)	-6.26 / -6.26	eV
HOMO-LUMO gap (alpha / beta)	0.246 / 0.246	hartree
total charge	0
total energy	-6828.1864	hartree
molar mass	572.4	g/mol

```
71
Properties=species:S:1:pos:R:3:forces:R:3:lowdin_charge:R:1
V -0.30814 -0.31456 0.94514 0.273 -0.112 0.018 0.262
C 1.11240 -0.38730 0.02137 -0.200 0.040 -0.206 -0.218
C 2.21222 -0.90561 -0.76120 0.020 0.008 0.096 -0.326
C 2.11895 -0.93135 -2.16194 -0.024 0.015 -0.002 -0.074
C 3.13684 -1.45583 -2.93998 0.016 -0.012 -0.004 -0.098
C 4.28815 -1.95783 -2.34418 -0.013 0.009 -0.015 -0.109
C 4.40655 -1.92351 -0.96058 0.005 -0.004 0.012 -0.095
C 3.38531 -1.40570 -0.18052 0.005 -0.017 0.042 -0.053
H 1.22366 -0.53430 -2.62861 0.011 0.000 0.000 0.101
H 3.03475 -1.46967 -4.01855 0.006 -0.003 0.000 0.098
H 5.08557 -2.36590 -2.95159 0.000 0.000 -0.001 0.094
H 5.30081 -2.30959 -0.48639 -0.002 0.001 0.003 0.098
H 3.47483 -1.39524 0.89898 0.014 -0.008 -0.013 0.091
C -1.23226 3.90183 2.42388 -0.011 0.005 -0.008 -0.181
C -1.58030 3.69297 0.95432 0.002 -0.015 0.001 -0.423
As -0.56832 2.20821 0.15182 -0.017 0.081 -0.016 1.202
C -1.40176 2.15447 -1.61897 -0.010 0.020 0.005 -0.427
C -1.42056 3.46775 -2.38979 0.015 -0.010 -0.008 -0.160
C 1.11622 3.09545 -0.31182 -0.015 0.009 -0.005 -0.409
C 2.19637 2.97015 0.75302 -0.015 -0.021 -0.013 -0.175
H -1.85222 4.68005 2.87240 0.007 -0.001 0.013 0.069
H -0.18944 4.20107 2.54606 -0.004 0.004 -0.002 0.051
H -1.38264 2.98343 2.99663 -0.003 0.000 -0.001 0.048
H -1.40067 4.60311 0.37954 -0.001 0.003 0.000 0.059
H -2.63730 3.43793 0.84373 -0.001 0.005 0.008 0.068
H -2.40924 1.76584 -1.46443 0.007 0.001 -0.004 0.055
H -0.85609 1.38148 -2.16207 0.002 -0.012 -0.004 0.052
H -1.98303 4.24053 -1.86424 -0.003 0.000 0.009 0.059
H -1.89003 3.33192 -3.36654 0.003 0.002 -0.001 0.068
H -0.41291 3.84769 -2.56372 -0.007 0.002 -0.001 0.060
H 0.90915 4.14123 -0.55030 0.000 -0.005 -0.001 0.066
H 1.43996 2.59799 -1.22917 0.009 0.001 0.004 0.069
H 1.91338 3.47672 1.67716 0.002 -0.001 0.008 0.046
H 3.13469 3.40979 0.40982 0.002 0.002 -0.005 0.072
H 2.37352 1.91633 0.97581 0.003 0.010 0.011 0.039
C -2.52747 -0.96175 -3.44239 0.008 -0.003 -0.034 -0.099
C -3.42160 -2.07347 -2.90677 0.010 0.019 0.028 -0.276
C -3.93273 -1.85123 -1.48881 -0.032 0.004 -0.013 -0.346
S -2.77045 -1.81145 -0.11133 0.027 0.016 0.031 1.006
O -1.91525 -0.57316 -0.39722 -0.037 -0.014 -0.036 -0.647
C -1.78022 -3.29658 -0.43982 0.032 -0.033 0.039 -0.332
C -0.59510 -3.11996 -1.38734 -0.046 0.019 -0.034 -0.283
C 0.58497 -3.97357 -0.94000 0.017 0.010 0.022 -0.087
H -2.25928 -1.16017 -4.48097 -0.001 0.006 0.002 0.078
H -1.61369 -0.86536 -2.85936 -0.004 -0.005 0.002 0.045
H -3.04270 0.00052 -3.40576 0.006 0.002 0.004 0.076
H -2.90916 -3.03502 -2.96073 0.004 -0.011 -0.012 0.089
H -4.30344 -2.16772 -3.54698 -0.008 -0.004 0.008 0.110
H -4.63902 -2.63512 -1.19924 -0.004 0.007 -0.009 0.090
H -4.45985 -0.89723 -1.40356 -0.001 0.001 0.001 0.093
H -2.49808 -4.05454 -0.76526 -0.004 0.007 -0.019 0.099
H -1.41879 -3.55290 0.55456 0.001 -0.002 -0.006 0.065
H -0.29451 -2.07151 -1.37575 0.031 -0.012 0.007 0.059
H -0.87650 -3.36618 -2.41356 -0.015 0.007 0.014 0.102
H 0.91359 -3.64974 0.04905 -0.010 0.001 0.006 0.077
H 1.42479 -3.86330 -1.62716 0.002 0.005 0.000 0.071
H 0.31818 -5.03203 -0.88922 0.001 -0.003 -0.006 0.077
C 1.60796 1.70725 4.02071 0.024 -0.015 0.002 -0.289
As 0.64886 0.19773 3.24029 -0.015 -0.057 0.062 1.065
C 1.88672 -1.23467 3.66621 -0.007 0.048 -0.024 -0.274
C -0.69520 -0.08806 4.61831 0.011 0.022 0.004 -0.285
O -0.62245 -1.74800 1.71578 -0.051 -0.030 0.024 -0.546
H 1.82818 1.49189 5.06632 0.002 0.003 0.001 0.028
H 1.00875 2.61405 3.95939 -0.009 0.000 -0.004 0.004
H 2.54019 1.86361 3.48094 0.001 0.009 0.004 0.018
H 2.10227 -1.25945 4.73447 -0.008 -0.001 0.003 0.030
H 2.80958 -1.08251 3.10856 0.002 0.009 0.013 0.013
H 1.42377 -2.16312 3.33881 -0.011 0.001 0.004 0.025
H -0.23215 -0.18799 5.60008 0.003 0.003 -0.001 0.027
H -1.23482 -0.99738 4.36034 0.004 -0.002 -0.008 0.022
H -1.39373 0.74862 4.63230 -0.001 -0.004 0.001 0.017
```
Forces are in eV/Å.